#A
{
  "formula": "C5H11BrN",
  "method": "ωB97M-V/def2-TZVPD",
  "smiles": "C=C(Br)[N+](C)(C)C",
  "charge": 1,
  "multiplicity": 1,
  "elements": ["C", "C", "C", "C", "C", "N", "Br", "H", "H", "H", "H", "H", "H", "H", "H", "H", "H", "H"],
  "coordinates": [[-1.40955, 2.05302, 0.00974], [-1.38626, 0.67374, -0.02250], [0.99328, 0.69154, -0.02802], [-0.03122, -1.12224, -1.14734], [-0.11697, -0.90768, 1.32159], [-0.18309, -0.14716, -0.00724], [-3.06832, -0.19408, -0.00682], [-2.23267, 2.68687, -0.02655], [-0.48899, 2.59378, -0.04947], [1.83623, 0.15269, -0.34880], [0.77189, 1.32707, -0.94364], [1.02041, 1.12116, 0.96266], [0.49635, -2.11739, -0.87114], [-0.93718, -1.49629, -1.51902], [0.46432, -0.78346, -2.15842], [-0.62497, -1.87829, 1.15309], [0.90267, -1.13558, 1.62746], [-0.70007, -0.28323, 2.02302]],
  "lowdin_charge": [0.067, -0.703, -0.031, -0.019, 0.019, -0.396, 0.862, 0.063, 0.063, 0.102, 0.141, 0.125, 0.149, 0.050, 0.160, 0.110, 0.118, 0.121]
}



#B
{
  "formula": "C5H11BrN",
  "method": "ωB97M-V/def2-TZVPD",
  "charge": 1,
  "multiplicity": 1,
  "elements": ["C", "C", "C", "C", "C", "N", "Br", "H", "H", "H", "H", "H", "H", "H", "H", "H", "H", "H"],
  "coordinates": [[-0.16228, 1.61212, 0.20388], [1.22823, 2.74996, -0.65704], [0.97187, -0.31853, 1.13691], [0.17912, -0.34475, -1.14554], [-1.40520, -0.24407, 0.67585], [-0.06360, 0.18737, 0.20819], [1.09275, 4.52107, -0.39146], [-0.35128, 2.08674, 1.15156], [1.63433, 2.37877, -1.58439], [0.93321, -1.40629, 1.18091], [1.95752, -0.00559, 0.79661], [0.80732, 0.08052, 2.13736], [1.17777, -0.07173, -1.47647], [0.08855, -1.42958, -1.14338], [-0.54680, 0.07250, -1.84251], [-1.47998, -1.32971, 0.66353], [-1.58371, 0.11077, 1.69045], [-2.17218, 0.17663, 0.02584]],
  "lowdin_charge": [0.033, -0.529, 0.012, 0.000, 0.000, -0.459, 0.806, 0.081, -0.005, 0.119, 0.116, 0.119, 0.107, 0.118, 0.122, 0.120, 0.118, 0.122]
}



#C
{
  "formula": "C5H11BrN",
  "method": "ωB97M-V/def2-TZVPD",
  "smiles": "CC[N+](=CBr)CC",
  "charge": 1,
  "multiplicity": 1,
  "elements": ["C", "C", "C", "C", "C", "N", "Br", "H", "H", "H", "H", "H", "H", "H", "H", "H", "H", "H"],
  "coordinates": [[2.06994, -0.34077, -0.05090], [-1.18616, -1.69608, -0.34509], [-0.70248, 1.96219, 0.21409], [-0.05539, -0.77924, -0.98346], [0.12688, 0.74884, 0.86284], [0.75108, -0.11223, -0.01267], [3.29730, 0.06372, 1.31711], [2.34486, -0.92635, -0.86829], [-0.73371, -1.88053, 0.71228], [-2.03775, -1.07543, -0.37814], [-1.22825, -2.57600, -0.82685], [-1.54012, 1.57710, -0.35947], [-1.27321, 2.24957, 1.13722], [-0.18170, 2.72600, -0.35307], [-0.56912, -0.04254, -1.62043], [0.63911, -1.30865, -1.56327], [-0.58542, 0.19086, 1.63516], [0.86413, 1.21955, 1.48293]],
  "lowdin_charge": [-0.385, 0.016, -0.016, -0.164, -0.228, -0.185, 0.913, 0.078, 0.124, 0.068, 0.037, 0.060, 0.102, 0.086, 0.138, 0.101, 0.185, 0.070]
}



Which structure wins on stability? #C wins.



#A
{
  "formula": "CH7N3",
  "method": "ωB97M-V/def2-TZVPD",
  "smiles": "[H]/N=C/N.N",
  "multiplicity": 1,
  "elements": ["N", "H", "H", "H", "N", "C", "N", "H", "H", "H", "H"],
  "coordinates": [[1.08716, -3.34460, 1.00739], [1.76192, -3.45745, 0.28555], [0.87307, -2.39162, 0.98612], [0.21337, -3.93892, 0.68899], [-1.15477, 1.59260, 0.40562], [-0.63008, 1.57169, -0.82826], [0.64763, 1.59262, -1.11204], [-1.86634, 2.41089, 0.51384], [-0.37512, 1.59459, 1.02881], [-1.36956, 1.88631, -1.53082], [0.81273, 2.48391, -1.44520]],
  "lowdin_charge": [-0.007, -0.021, -0.040, 0.067, 0.058, -0.382, 0.008, 0.157, 0.077, 0.091, -0.008]
}



#B
{
  "formula": "CH7N3",
  "method": "ωB97M-V/def2-TZVPD",
  "smiles": "[H]/N=C/N.N",
  "multiplicity": 1,
  "elements": ["N", "H", "H", "H", "N", "C", "N", "H", "H", "H", "H"],
  "coordinates": [[1.75684, 0.24119, -1.65434], [2.29231, 0.54366, -0.75806], [1.57246, -0.72351, -1.61190], [2.09209, 0.44788, -2.57144], [-0.94953, 0.56109, -0.33585], [-1.04685, -0.09020, 0.94021], [-0.16447, -0.84989, 1.54696], [-1.64400, 1.15501, -0.71244], [-0.01551, 0.43490, -0.78017], [-1.91232, 0.28324, 1.49207], [-0.60376, -1.26668, 2.40325]],
  "lowdin_charge": [-0.001, 0.089, -0.006, 0.007, 0.056, -0.355, 0.002, 0.057, 0.025, 0.092, 0.034]
}



Which structure wins on stability? #B wins.



#A
{
  "formula": "C6H15N2",
  "method": "ωB97M-V/def2-TZVPD",
  "smiles": "C=[NH+]N(CC)CCC",
  "charge": 1,
  "multiplicity": 1,
  "elements": ["C", "C", "C", "C", "C", "C", "N", "N", "H", "H", "H", "H", "H", "H", "H", "H", "H", "H", "H", "H", "H", "H", "H"],
  "coordinates": [[-2.41388, -1.39028, 0.55047], [3.11426, -0.75155, 0.25472], [-1.29802, 2.25170, 0.10347], [1.71920, -0.25983, 0.54820], [-1.39236, 1.04288, -0.88125], [0.80736, -0.31056, -0.66542], [-1.19991, -1.13557, 0.17488], [-0.61680, -0.17574, -0.41292], [-2.62872, -2.24053, 1.18474], [-3.37369, -0.99714, 0.05497], [3.03148, -1.57770, -0.40111], [3.72625, 0.06779, -0.06386], [3.46827, -0.99944, 1.22015], [-0.36093, 2.59962, 0.02470], [-2.06437, 2.86853, -0.30496], [-1.57685, 1.99098, 1.18235], [1.70860, 0.75393, 0.78312], [1.33936, -0.84028, 1.29398], [-1.05518, 1.35409, -1.82459], [-2.49437, 0.69737, -0.87719], [1.14480, 0.26415, -1.45533], [0.95972, -1.31265, -0.96121], [-0.54423, -1.89978, 0.47206]],
  "lowdin_charge": [0.115, -0.054, -0.034, -0.226, -0.105, -0.128, 0.001, -0.108, 0.097, 0.133, 0.074, 0.087, 0.076, 0.026, 0.075, 0.116, 0.098, 0.078, 0.105, 0.127, 0.125, 0.111, 0.211]
}



#B
{
  "formula": "C6H15N2",
  "method": "ωB97M-V/def2-TZVPD",
  "smiles": "C=CCCNCC[NH3+]",
  "charge": 1,
  "multiplicity": 1,
  "elements": ["C", "N", "C", "C", "C", "C", "C", "N", "H", "H", "H", "H", "H", "H", "H", "H", "H", "H", "H", "H", "H", "H", "H"],
  "coordinates": [[-1.80298, 0.66375, 0.89374], [-1.16527, 0.41337, -0.36249], [-0.37173, -0.79239, -0.58807], [1.12976, -0.53112, -0.90400], [1.74556, -1.69058, -1.65199], [1.66314, -2.97409, -1.30766], [-1.06903, 1.69621, 1.73336], [0.19022, 2.17041, 1.10453], [-2.82332, 1.02383, 0.64881], [-2.13314, -0.16141, 1.53988], [-1.65660, 0.59119, -1.21951], [-0.31312, -1.32504, 0.36774], [-0.80770, -1.53572, -1.25553], [1.25662, 0.29664, -1.60524], [1.65594, -0.34159, 0.04400], [2.16151, -1.33628, -2.59628], [2.34088, -3.69708, -1.74051], [0.94468, -3.32114, -0.57715], [-0.77722, 1.41465, 2.75263], [-1.71375, 2.57031, 1.91436], [0.59934, 2.97786, 1.57674], [0.07120, 2.47454, 0.13612], [0.87504, 1.41369, 1.09652]],
  "lowdin_charge": [-0.211, -0.081, -0.211, -0.210, -0.188, 0.022, -0.129, 0.182, 0.137, 0.132, 0.125, 0.116, 0.125, 0.100, 0.101, 0.102, 0.063, 0.062, 0.136, 0.136, 0.177, 0.167, 0.146]
}



Which structure wins on stability? #B wins.



#A
{
  "formula": "C6H15N2",
  "method": "ωB97M-V/def2-TZVPD",
  "charge": 1,
  "multiplicity": 1,
  "elements": ["C", "C", "C", "C", "N", "C", "C", "N", "H", "H", "H", "H", "H", "H", "H", "H", "H", "H", "H", "H", "H", "H", "H"],
  "coordinates": [[-1.38081, -1.81908, 0.18296], [-1.26051, -0.43260, 0.93738], [-0.10964, 0.45479, 0.40343], [0.91153, 0.61547, 1.33742], [2.04043, 1.36812, 0.93498], [-0.22693, 0.89414, -0.95754], [-1.35659, 1.57701, -1.61692], [1.98444, -1.77638, -0.29094], [-0.72654, -2.55701, 0.70219], [-2.36896, -2.22209, 0.26499], [-1.26518, -0.55529, 2.04329], [-2.30370, 0.19724, 0.77138], [0.71687, 0.63341, 2.39998], [2.23200, 1.44378, -0.09337], [2.05580, 2.26697, 1.30999], [0.59751, 0.82397, -1.62109], [2.67234, -2.39989, 0.21157], [-1.40432, 2.65161, -1.43736], [-2.37100, 1.30170, -1.14562], [-1.45268, 1.49337, -2.74025], [-1.25450, -1.66665, -0.89110], [2.56423, -1.29951, -0.99623], [1.70623, -0.99309, 0.29086]],
  "lowdin_charge": [-0.078, -0.186, -0.231, -0.028, 0.111, 0.053, -0.037, 0.033, 0.088, 0.061, 0.113, 0.156, 0.149, 0.130, 0.088, 0.115, 0.064, 0.113, 0.119, 0.123, 0.073, 0.026, -0.055]
}



#B
{
  "formula": "C6H15N2",
  "method": "ωB97M-V/def2-TZVPD",
  "charge": 1,
  "multiplicity": 1,
  "elements": ["C", "C", "C", "C", "H", "H", "H", "H", "H", "H", "H", "H", "C", "C", "N", "N", "H", "H", "H", "H", "H", "H", "H"],
  "coordinates": [[1.05905, -1.57136, 0.23810], [2.38049, -0.96195, -0.05187], [2.25747, 0.23316, -0.94658], [2.44619, 1.51821, -0.56593], [0.29746, -1.60590, -0.60635], [1.13681, -2.56697, 0.64397], [0.46285, -0.95876, 0.96243], [2.98678, -1.77289, -0.58882], [2.91767, -0.73174, 0.86613], [2.13947, 0.12441, -2.02709], [2.38817, 2.26079, -1.33439], [2.63899, 1.77793, 0.44443], [-2.13547, 0.92631, 0.24131], [-2.44422, -0.38113, 0.40502], [-3.76299, -0.76823, 0.57891], [-0.75463, 1.35162, 0.19124], [-2.83547, 1.68088, 0.05678], [-1.71919, -1.19398, 0.47017], [-4.04436, -1.62398, 0.16922], [-4.40568, 0.00094, 0.39835], [-0.38648, 1.83143, 1.01217], [-0.47699, 1.90680, -0.59381], [-0.14591, 0.52442, 0.03659]],
  "lowdin_charge": [-0.147, -0.267, -0.194, 0.004, 0.098, 0.082, 0.062, 0.147, 0.118, 0.111, 0.056, 0.055, -0.096, -0.141, 0.091, 0.176, 0.106, 0.114, 0.093, 0.110, 0.174, 0.150, 0.097]
}



#C
{
  "formula": "C6H15N2",
  "method": "ωB97M-V/def2-TZVPD",
  "smiles": "C/C(=C\\N)CCC[NH3+]",
  "charge": 1,
  "multiplicity": 1,
  "elements": ["C", "C", "C", "N", "C", "C", "C", "N", "H", "H", "H", "H", "H", "H", "H", "H", "H", "H", "H", "H", "H", "H", "H"],
  "coordinates": [[1.69564, -1.46321, -0.93876], [0.30817, -1.05423, -1.45645], [-0.84463, -0.89158, -0.51176], [-0.58729, 2.57078, 0.64180], [-0.43550, 1.41664, -0.00283], [-1.02976, 0.27065, 0.38903], [-1.83734, -0.16546, 1.59641], [2.18934, -0.55706, 0.19244], [1.80787, -2.47203, -0.43443], [2.27066, -1.42068, -2.12098], [0.54616, -0.02854, -2.00628], [0.12283, -1.78067, -2.32287], [-1.67059, -1.05314, -1.08110], [-0.83441, -1.89918, 0.05569], [-0.10549, 3.50340, 0.24813], [-1.13662, 2.79034, 1.44474], [-0.08459, 1.51311, -1.12743], [-2.64597, 0.59483, 1.79549], [-1.17893, -0.21052, 2.28712], [-2.36643, -1.13104, 1.63251], [1.76070, -0.88343, 1.08619], [1.92403, 0.37368, 0.07187], [3.23701, -0.66909, 0.17790]],
  "lowdin_charge": [-0.163, -0.244, -0.230, 0.036, -0.246, -0.286, -0.028, 0.190, 0.137, 0.218, 0.129, 0.147, 0.087, 0.149, 0.168, 0.086, 0.159, 0.112, 0.003, 0.101, 0.185, 0.101, 0.191]
}



Which structure wins on stability? #B wins.